Here is an isolated ion of composition C3H6NO and charge +1 at a distorted geometry from the Open Molecules 2025 dataset. Energies are from ωB97M-V/def2-TZVPD.

Values from the calculation:
Net charge: +1
2S+1: 1
Energy relative to the best compared isomer or geometry (same formula, charge and spin) (kJ/mol): 109.16
Lowest unoccupied orbital energy (Ha): -0.195
Kohn-Sham gap (Ha): 0.4190
Structure (SMILES): C[N+](C)=C=O
HOMO energy (eV): -16.7

Each atom is followed by the atoms it is bonded to, with distances in Å.
Positions of all 11 atoms, in Å:
1 C 0.496 -1.230 -0.052  N2 1.465, H6 1.054, H7 1.002, H8 1.104
2 N -0.289 0.006 -0.060  C1 1.465, C3 1.455, C4 1.278
3 C 0.340 1.299 0.165  N2 1.455, H9 1.027, H10 1.029, H11 1.099
4 C -1.567 0.020 -0.097  N2 1.278, O5 1.170
5 O -2.724 0.151 -0.208  C4 1.170
6 H 0.462 -1.793 -0.942  C1 1.054
7 H 1.465 -0.977 -0.093  C1 1.002
8 H 0.222 -1.972 0.719  C1 1.104
9 H -0.388 2.018 0.246  C3 1.027
10 H 0.948 1.449 -0.650  C3 1.029
11 H 1.036 1.030 0.972  C3 1.099